65
Properties=species:S:1:pos:R:3:forces:R:3:mulliken_charge:R:1 method="wB97M-V/def2-TZVPD" e_tot_ha=-5198.015363 lumo_ha=0.0077 e_homo_ev=-8.4207 e_above_lowest_kcal_mol=0.0 gap_ev=8.63
C -2.3864 3.4964 -3.7012 0.3 -1.0 -0.2 -0.835
S -0.8133 4.2109 -3.1233 0.4 -0.7 -0.3 0.383
O -0.0680 3.1144 -2.4232 -0.5 0.4 -0.2 -0.477
C -0.0841 4.3401 -4.7856 -0.4 0.5 -0.5 -0.966
H -2.9531 3.0713 -2.8728 0.0 0.7 0.3 0.198
H -2.1496 2.6034 -4.2920 0.2 0.3 -0.2 0.275
H -2.9646 4.1884 -4.3071 0.0 0.2 0.2 0.439
H 0.9695 4.6117 -4.7802 0.0 -0.1 0.5 0.330
H -0.6056 5.1567 -5.2963 -0.1 -0.1 0.0 0.386
H -0.2035 3.4369 -5.3841 -0.1 -0.2 0.3 0.284
C 3.4778 2.3998 1.8945 0.1 0.1 -0.2 -0.785
S 4.3328 0.9654 2.5496 -0.4 -0.6 -0.1 0.543
O 3.4567 -0.2215 2.3077 0.3 0.4 0.0 -0.541
C 5.6588 0.9035 1.3200 0.0 1.1 0.0 -1.023
H 3.2351 2.2675 0.8397 0.0 -0.1 0.0 0.193
H 4.1384 3.2586 2.0244 -0.1 0.1 0.0 0.436
H 2.5542 2.5189 2.4560 0.1 0.1 0.1 0.241
H 5.9262 -0.1397 1.1963 0.2 0.0 0.0 0.360
H 6.4635 1.5419 1.6941 0.2 -0.5 0.2 0.400
H 5.3831 1.3994 0.3875 -0.3 -0.5 -0.1 0.218
C -1.1285 0.7997 -0.4392 1.3 -0.6 -0.8 -0.266
S -1.0963 -0.6087 0.7032 -0.3 0.0 0.3 0.328
O -1.1406 -1.8546 -0.1449 0.2 0.3 0.0 -0.503
C 0.6116 -0.3849 1.3530 -1.2 -0.1 -0.2 -0.427
H -0.9878 1.7605 0.0456 -0.4 0.0 0.2 0.436
H -1.9904 0.7461 -1.0958 -0.4 0.1 0.5 -0.102
H -0.2826 0.6648 -1.1257 0.1 0.0 0.2 0.015
H 1.2946 -0.9523 0.7295 0.2 0.4 -0.1 0.155
H 0.6366 -0.7700 2.3697 0.0 -0.1 0.0 0.279
H 0.7184 0.6985 1.3718 0.6 -0.1 -0.1 0.128
C 3.1367 -0.4363 6.8239 -0.6 0.4 -0.1 -0.977
S 2.0666 -0.6397 5.3488 0.4 -0.9 0.0 0.639
O 0.8752 -1.4341 5.8066 0.6 1.0 -0.1 -0.658
C 1.6533 1.1139 5.2019 -0.6 -0.2 0.2 -0.849
H 4.0237 0.1714 6.6500 0.0 0.0 -0.3 0.323
H 3.4292 -1.4274 7.1546 -0.1 -0.1 0.0 0.330
H 2.5097 0.0719 7.5599 0.1 -0.2 0.2 0.315
H 0.9900 1.3472 6.0386 0.3 0.2 0.1 0.462
H 1.0902 1.3064 4.2899 0.1 -0.3 -0.1 0.146
H 2.5794 1.6843 5.1809 0.0 0.1 0.2 0.270
C -0.3651 -5.2555 -1.2619 0.1 0.2 0.3 -0.386
S -1.8108 -5.6724 -2.3056 -0.3 0.0 0.9 0.434
O -2.4959 -6.8193 -1.6232 0.4 0.3 -0.4 -0.635
C -2.8167 -4.1938 -1.9225 1.2 0.0 0.1 -0.675
H 0.5173 -5.8216 -1.5561 -0.3 -0.3 -0.2 0.393
H -0.6135 -5.4937 -0.2279 -0.2 -0.1 0.0 0.287
H -0.0732 -4.2041 -1.2859 -0.4 0.1 -0.2 -0.188
H -3.5760 -4.1073 -2.6920 -0.1 0.0 0.1 0.410
H -2.1088 -3.3599 -1.9205 -0.3 0.2 -0.3 0.095
H -3.2130 -4.2328 -0.9103 -0.1 -0.4 0.0 0.303
C -4.3305 -1.5007 -0.6999 0.3 0.3 0.5 -0.968
S -5.2584 -0.0736 -0.1376 0.0 0.7 0.2 0.394
O -4.2926 0.8631 0.5399 -0.4 -0.6 -0.5 -0.556
C -5.5675 0.6504 -1.7596 0.1 0.5 0.0 -0.702
H -4.9709 -2.2664 -1.1291 -0.1 0.1 -0.1 0.533
H -3.8850 -1.8658 0.2269 0.1 -0.2 -0.2 0.346
H -3.5346 -1.1686 -1.3636 0.0 -0.2 -0.1 0.223
H -6.1271 1.5778 -1.6306 -0.2 -0.2 0.2 0.362
H -6.1241 -0.0337 -2.3969 0.1 -0.1 0.0 0.360
H -4.6177 0.9621 -2.2001 0.1 -0.4 0.0 0.011
C 2.5759 -0.5786 -2.6319 0.0 -0.4 -0.9 0.034
Cl 1.5423 -1.8713 -2.0323 0.0 0.1 0.1 0.003
Cl 3.6722 -1.2553 -3.8874 -0.1 0.2 0.3 -0.126
Cl 1.5680 0.6666 -3.3923 0.2 0.0 0.4 -0.034
Cl 3.5487 0.0736 -1.3261 -0.1 0.1 0.1 -0.021